Record 1
Density functional theory data (the ωB97M-V functional and the def2-TZVPD basis) for a structure of composition C3H8N2O.

XYZ file:
```
14
Properties=species:S:1:pos:R:3:forces:R:3
C -2.16471 -0.28413 -0.01675 -4.274 -0.643 -0.702
C -0.06055 0.93893 0.05603 1.617 0.171 -1.190
C 2.00019 -0.42825 0.02049 1.987 -2.434 0.994
H -2.58501 -1.56729 0.42099 1.314 4.391 -1.359
H -2.61948 -0.14558 -1.24602 1.295 -0.523 3.762
H -2.73825 0.66831 0.64560 1.973 -3.172 -1.894
H -0.25050 -1.04586 -0.00032 1.165 -2.445 0.023
H 1.83861 1.70054 -0.09677 0.046 -0.051 0.032
H 1.23359 -1.44558 -0.46945 3.146 3.228 1.199
H 3.13819 -0.30119 -0.58099 -3.536 -0.933 1.887
H 2.19446 -0.70484 1.29412 -0.327 0.380 -3.879
N -0.73840 -0.23174 0.02380 -1.987 2.007 0.694
N 1.34266 0.82752 -0.08732 -1.839 -0.932 0.030
O -0.59080 2.01915 0.03658 -0.580 0.956 0.403
```
Forces are in eV/Å.

## Properties
Multiplicity ... 1
E_HOMO ... -9.36 eV
Relative energy (zero: lowest compared OMol25 entry of this formula, charge and spin) ... 107.31 kcal/mol
Frontier orbital gap ... 9.971 eV
E ... -8264.6728 eV

***

Record 2
Density functional theory data (the ωB97M-V functional and the def2-TZVPD basis) for the molecule C3H8N2O.

XYZ file:
```
14
Properties=species:S:1:pos:R:3:forces:R:3
C -0.34870 -0.25969 -1.61244 -1.340 1.040 1.025
N 0.10803 -0.32532 -0.20606 -0.897 -0.243 -0.254
C -0.84706 -1.07566 0.65126 -0.388 -0.229 -0.651
N 0.47791 0.93480 0.25843 0.941 -1.241 0.697
C 1.56020 1.09835 1.08593 1.473 0.005 1.010
O 2.42778 0.31147 1.51326 -2.700 1.823 -1.478
H -1.46860 0.11885 -1.68224 1.959 -0.587 0.032
H 0.31438 0.45238 -2.12814 -0.340 -0.522 -0.036
H -0.30132 -1.26570 -2.01434 0.025 0.028 -0.282
H -0.49979 -1.17549 1.68918 0.156 0.157 -0.471
H -1.90218 -0.65009 0.67384 1.074 -0.223 -0.180
H -0.89885 -2.10002 0.19192 -0.064 0.899 0.566
H -0.14561 1.72600 0.24239 -0.462 0.018 -0.135
H 1.52382 2.21013 1.33703 0.562 -0.927 0.158
```
Forces are in eV/Å.

## Properties
Multiplicity ... 1
E_HOMO ... -9.31 eV
Relative energy (zero: lowest compared OMol25 entry of this formula, charge and spin) ... 55.28 kcal/mol
Frontier orbital gap ... 10.139 eV
E ... -8266.9288 eV